Version i
Entry from the Open Molecules 2025 dataset: a 2-piece molecular cluster, C16H17N overall (wB97M-V/def2-TZVPD).

Element x y z (Å)
C  -1.933  1.047  -2.168
C  0.084  -0.232  -3.054
C  -0.900  -0.010  -2.052
C  0.969  -1.266  -2.984
C  -0.890  -0.833  -0.931
C  0.960  -2.071  -1.831
C  0.080  -1.826  -0.807
H  0.010  0.471  -3.882
H  1.498  -1.816  -3.757
H  -1.880  1.777  -1.354
H  -2.956  0.658  -2.075
H  -1.641  -0.482  -0.236
H  1.553  -2.967  -1.710
H  -0.025  -2.457  0.071
H  -1.968  1.528  -3.148
C  1.557  1.952  -0.309
C  0.608  -0.391  2.420
C  0.370  0.750  1.606
C  1.531  1.083  0.873
C  2.507  0.228  1.341
C  -0.462  -1.091  2.969
C  -1.769  -0.667  2.904
C  -0.954  1.208  1.640
C  -2.025  0.516  2.137
N  1.987  -0.539  2.361
H  2.481  -1.258  2.837
H  -0.184  -1.957  3.572
H  3.557  0.098  1.146
H  -2.580  -1.158  3.413
H  -1.067  2.161  1.113
H  1.319  3.010  -0.143
H  0.815  1.753  -1.078
H  -3.047  0.869  2.133
H  2.395  1.910  -1.020

Summary:
E_HOMO: -7.75 eV
gap between HOMO and LUMO: 8.7 eV
total charge: 0
E_LUMO: 0.913 eV

Version ii
Entry from the Open Molecules 2025 dataset: a 2-piece molecular cluster, C16H17N overall (wB97M-V/def2-TZVPD).

Element x y z (Å)
C  -1.637  1.579  -1.173
C  0.241  1.767  -2.815
C  -0.623  0.940  -2.098
C  1.174  1.210  -3.656
C  -0.451  -0.431  -2.111
C  1.335  -0.178  -3.691
C  0.557  -0.987  -2.890
H  0.067  2.838  -2.720
H  1.923  1.792  -4.188
H  -1.118  1.896  -0.268
H  -2.420  0.885  -0.871
H  -1.042  -1.069  -1.476
H  2.045  -0.609  -4.383
H  0.782  -2.051  -2.881
H  -2.114  2.430  -1.654
C  2.620  0.445  1.487
C  -0.696  -1.284  1.518
C  0.135  -0.311  2.077
C  1.445  -0.478  1.486
C  1.363  -1.572  0.692
C  -2.039  -1.395  1.841
C  -2.514  -0.561  2.839
C  -0.365  0.531  3.077
C  -1.690  0.386  3.439
N  0.049  -2.059  0.610
H  -0.122  -3.041  0.803
H  -2.612  -2.174  1.357
H  2.153  -2.057  0.145
H  -3.515  -0.725  3.217
H  0.345  1.145  3.613
H  2.677  1.103  2.350
H  2.561  1.154  0.658
H  -2.067  0.997  4.246
H  3.550  -0.115  1.419

Summary:
E_HOMO: -8.03 eV
gap between HOMO and LUMO: 8.9 eV
total charge: 0
E_LUMO: 0.915 eV

Version iii
Entry from the Open Molecules 2025 dataset: a 2-piece molecular cluster, C16H17N overall (wB97M-V/def2-TZVPD).

Element x y z (Å)
C  -2.954  2.300  -1.198
C  0.736  2.725  -0.701
C  -0.543  2.219  -0.332
C  -1.507  2.677  -1.287
C  -0.847  3.591  -2.069
C  1.879  1.253  0.789
C  1.934  2.267  -0.149
C  0.653  0.709  1.204
C  -0.486  1.199  0.640
N  0.487  3.623  -1.733
H  2.804  1.023  1.307
H  2.868  2.694  -0.483
H  0.567  -0.146  1.858
H  -1.459  0.791  0.921
H  1.087  4.068  -2.391
H  -1.131  4.281  -2.845
H  -3.656  3.128  -1.198
H  -3.103  1.641  -0.338
H  -3.189  1.573  -1.992
C  0.449  -5.059  2.186
C  -1.164  -2.346  0.088
C  -0.981  -3.293  1.098
C  -0.079  -1.780  -0.517
C  0.270  -3.854  1.324
C  1.213  -2.274  -0.231
C  1.391  -3.211  0.757
H  -2.209  -2.137  -0.116
H  -1.816  -3.741  1.626
H  -0.096  -1.115  -1.365
H  2.007  -2.033  -0.928
H  1.405  -5.585  2.032
H  -0.242  -5.873  1.944
H  2.287  -3.813  0.899
H  0.467  -4.860  3.254

Summary:
E_HOMO: -7.68 eV
gap between HOMO and LUMO: 8.6 eV
total charge: 0
E_LUMO: 0.928 eV

Which one sits at the bottom of the stability order? version i does.

Version i
Entry from the Open Molecules 2025 dataset: one molecule with the formula C3H4O2S (wB97M-V/def2-TZVPD).

Element x y z (Å)
C  1.463  0.456  0.069
C  0.124  -0.203  -0.172
C  -1.216  0.478  -0.254
O  2.297  0.815  0.866
O  1.074  0.286  -1.159
S  0.067  -2.040  0.092
H  -1.872  -0.149  -0.733
H  -1.073  1.443  -0.718
H  -1.739  0.710  0.754
H  0.874  -1.797  1.255

Summary:
E_HOMO: -10.11 eV
gap between HOMO and LUMO: 10.6 eV
total charge: 0
E_LUMO: 0.504 eV

Version ii
Entry from the Open Molecules 2025 dataset: one molecule with the formula C3H4O2S (wB97M-V/def2-TZVPD).

Element x y z (Å)
C  0.558  0.582  0.439
C  -0.418  -0.632  0.181
C  1.833  0.133  -0.147
H  -0.988  1.612  -0.511
H  0.604  0.414  1.554
H  0.267  -1.590  -0.049
H  2.505  0.982  -0.668
O  -0.030  1.608  -0.112
O  2.258  -1.024  -0.109
S  -2.003  -0.412  -0.087

Summary:
E_HOMO: -9.36 eV
gap between HOMO and LUMO: 8.7 eV
total charge: 0
E_LUMO: -0.689 eV

Version iii
Entry from the Open Molecules 2025 dataset: a 2-piece molecular cluster, C3H4O2S overall (wB97M-V/def2-TZVPD).

Element x y z (Å)
C  -1.956  -0.893  0.959
C  0.655  0.354  0.511
C  0.872  0.277  -0.992
O  -1.397  -1.236  1.904
O  1.325  -0.180  1.271
S  -2.692  -0.438  -0.290
H  0.132  1.250  0.755
H  0.078  0.595  -1.758
H  1.326  -0.676  -1.266
H  1.655  0.946  -1.094

Summary:
E_HOMO: -9.85 eV
gap between HOMO and LUMO: 10.5 eV
total charge: 0
E_LUMO: 0.609 eV

Version iv
Entry from the Open Molecules 2025 dataset: one molecule with the formula C3H4O2S (wB97M-V/def2-TZVPD).

Element x y z (Å)
C  -0.389  -0.465  -0.370
C  -1.781  -0.262  -0.023
C  0.634  0.529  0.088
O  -2.137  0.451  0.874
O  3.034  -0.987  0.563
S  2.382  0.328  0.723
H  -0.168  -1.074  -1.236
H  -2.504  -0.944  -0.707
H  0.753  1.376  -0.781
H  0.176  1.048  0.869

Summary:
E_HOMO (spin up / spin down): -9.50 / -9.04 eV
gap between HOMO and LUMO (spin up / spin down): 8.5 / 7.2 eV
total charge: 0
E_LUMO (spin up / spin down): -1.039 / -1.874 eV

Which one sits at the bottom of the stability order? version iv does.

Version i
Entry from the Open Molecules 2025 dataset: a 2-piece molecular cluster, C3H4O2S overall (wB97M-V/def2-TZVPD).

Element x y z (Å)
C  -2.091  0.081  0.049
C  0.750  -0.230  -0.667
C  0.746  0.810  0.321
O  -2.364  0.019  -1.063
O  -1.823  0.042  1.189
S  1.197  -1.807  -0.114
H  1.728  1.200  0.419
H  0.361  0.428  1.216
H  0.313  1.712  -0.019
H  1.182  -2.256  -1.332

Summary:
E_HOMO: -8.29 eV
gap between HOMO and LUMO: 8.3 eV
total charge: 0
E_LUMO: 0.008 eV

Version ii
Entry from the Open Molecules 2025 dataset: a 3-piece molecular cluster, C3H4O2S overall (wB97M-V/def2-TZVPD).

Element x y z (Å)
C  0.633  0.732  0.517
C  1.414  -0.069  0.902
C  2.161  -1.285  0.574
O  -2.620  1.278  -2.295
O  -3.749  2.117  -0.214
S  -3.174  0.979  -0.980
H  -1.559  0.948  -0.104
H  1.976  -1.380  -0.555
H  1.674  -2.075  1.204
H  3.244  -1.243  0.950

Summary:
E_HOMO (spin up / spin down): -10.04 / -10.86 eV
gap between HOMO and LUMO (spin up / spin down): 6.9 / 7.9 eV
total charge: 0
E_LUMO (spin up / spin down): -3.162 / -2.936 eV

Version iii
Entry from the Open Molecules 2025 dataset: one molecule with the formula C3H4O2S (wB97M-V/def2-TZVPD).

Element x y z (Å)
C  -0.533  0.108  0.118
C  0.783  -0.062  -0.624
C  0.851  -0.734  -1.922
H  0.594  1.740  1.481
H  1.558  0.694  -0.304
H  1.567  -0.558  -2.706
H  -0.072  -1.192  -2.196
O  -1.523  -0.467  -0.277
O  1.346  -1.349  -0.693
S  -0.552  1.123  1.629

Summary:
E_HOMO: -10.15 eV
gap between HOMO and LUMO: 10.7 eV
total charge: 0
E_LUMO: 0.536 eV

Version iv
Entry from the Open Molecules 2025 dataset: one molecule with the formula C3H4O2S (wB97M-V/def2-TZVPD).

Element x y z (Å)
C  0.096  -0.787  0.161
C  -0.764  0.026  -0.798
C  -1.253  -0.199  0.542
O  3.273  0.486  -0.364
O  1.344  -0.613  0.839
S  1.956  0.825  0.113
H  -0.350  0.997  -0.893
H  -1.172  -0.301  -1.654
H  -2.055  -0.832  0.701
H  -1.075  0.398  1.353

Summary:
E_HOMO (spin up / spin down): -8.99 / -8.62 eV
gap between HOMO and LUMO (spin up / spin down): 8.7 / 7.7 eV
total charge: 0
E_LUMO (spin up / spin down): -0.238 / -0.964 eV

Which one sits at the bottom of the stability order? version ii does.

Version i
Entry from the Open Molecules 2025 dataset: one molecule with the formula C3H4O2S (wB97M-V/def2-TZVPD).

Element x y z (Å)
C  0.962  -0.258  0.027
C  -1.259  -1.120  -0.195
C  -1.556  0.366  0.195
H  -1.478  -1.345  -1.243
H  -1.784  -1.843  0.368
H  -2.284  0.833  -0.430
H  -1.798  0.406  1.269
O  2.151  -0.304  0.012
O  0.125  -1.313  0.120
S  0.016  1.309  -0.074

Summary:
E_HOMO: -9.73 eV
gap between HOMO and LUMO: 10.3 eV
total charge: 0
E_LUMO: 0.598 eV

Version ii
Entry from the Open Molecules 2025 dataset: one molecule with the formula C3H4O2S (wB97M-V/def2-TZVPD).

Element x y z (Å)
C  1.043  0.289  1.205
C  0.545  -0.483  -0.011
C  -1.258  0.383  -1.073
H  0.180  1.190  1.489
H  -0.121  -1.270  0.328
H  1.460  -1.076  -0.425
H  -1.682  -0.473  -0.379
O  2.061  -0.216  1.927
O  0.039  0.368  -0.970
S  -2.266  1.288  -2.091

Summary:
E_HOMO: -9.25 eV
gap between HOMO and LUMO: 8.5 eV
total charge: 0
E_LUMO: -0.723 eV

Which one sits at the bottom of the stability order? version ii does.

Version i
Entry from the Open Molecules 2025 dataset: one molecule with the formula C3H4O2S (wB97M-V/def2-TZVPD).

Element x y z (Å)
C  1.696  0.157  0.115
C  -0.563  0.108  -0.132
C  -1.937  -0.605  -0.025
H  1.172  0.998  0.999
H  2.057  0.568  -0.902
H  2.497  -0.520  0.751
H  -1.564  -1.635  -0.355
O  0.565  -0.599  -0.240
O  -0.561  1.353  -0.215
S  -3.361  0.173  0.003

Summary:
E_HOMO: -9.39 eV
gap between HOMO and LUMO: 7.9 eV
total charge: 0
E_LUMO: -1.481 eV

Version ii
Entry from the Open Molecules 2025 dataset: C3H4O2S as an isolated structure (wB97M-V/def2-TZVPD).

Element x y z (Å)
C  -1.190  0.299  -0.139
C  0.621  1.091  0.381
C  -1.591  -0.890  0.213
O  1.559  -1.274  0.032
O  3.216  0.540  -0.081
S  1.868  0.104  -0.084
H  -1.849  1.128  -0.436
H  0.603  1.950  -0.197
H  -0.786  -1.631  0.579
H  -2.450  -1.317  -0.269

Summary:
E_HOMO: -9.83 eV
gap between HOMO and LUMO: 9.1 eV
total charge: 0
E_LUMO: -0.756 eV

Which one sits at the bottom of the stability order? version ii does.

Version i
Entry from the Open Molecules 2025 dataset: one molecule with the formula C3H2N2O3 (wB97M-V/def2-TZVPD).

Element x y z (Å)
C  -0.411  0.873  1.795
C  -0.239  0.496  0.487
C  0.728  -0.160  -1.280
H  0.242  1.719  1.945
H  -0.754  -1.716  -1.811
N  0.914  0.674  -0.151
N  -0.425  -0.890  -1.282
O  -0.842  -0.016  2.731
O  1.513  -0.127  -2.207
O  -1.092  -0.576  -0.039

Summary:
E_HOMO: -10.35 eV
gap between HOMO and LUMO: 8.2 eV
total charge: 0
E_LUMO: -2.192 eV

Version ii
Entry from the Open Molecules 2025 dataset: one molecule with the formula C3H2N2O3 (wB97M-V/def2-TZVPD).

Element x y z (Å)
C  -0.756  -0.247  -0.107
C  1.565  -0.441  0.061
C  -0.692  1.240  -0.040
H  -1.678  -1.855  0.136
H  2.241  -1.210  -0.034
N  0.302  -1.048  0.267
N  1.900  0.819  -0.141
O  -1.967  -0.856  -0.219
O  0.710  1.613  -0.105
O  -1.626  1.984  0.183

Summary:
E_HOMO: -10.33 eV
gap between HOMO and LUMO: 9.2 eV
total charge: 0
E_LUMO: -1.140 eV

Which one sits at the bottom of the stability order? version i does.

Version i
Entry from the Open Molecules 2025 dataset: a 2-piece molecular cluster, C3H2N2O3 overall (wB97M-V/def2-TZVPD).

Element x y z (Å)
C  -0.220  0.207  0.493
C  1.168  -0.462  0.289
C  -4.077  0.071  0.376
N  -1.028  -0.526  -1.570
N  -0.993  -0.130  -0.447
O  -4.454  -0.969  0.035
O  1.406  -1.024  -0.704
O  -3.909  1.125  0.825
H  -0.701  0.587  1.383
H  -0.220  -1.134  -1.755

Summary:
E_HOMO (spin up / spin down): -9.21 / -9.36 eV
gap between HOMO and LUMO (spin up / spin down): 8.0 / 8.4 eV
total charge: 0
E_LUMO (spin up / spin down): -1.223 / -0.960 eV

Version ii
Entry from the Open Molecules 2025 dataset: one molecule with the formula C3H2N2O3 (wB97M-V/def2-TZVPD).

Element x y z (Å)
C  1.186  -0.372  0.717
C  -0.035  0.201  0.137
C  -1.411  1.286  -1.058
H  -0.093  -1.919  1.595
H  -1.728  1.987  -1.843
N  -0.287  1.476  -0.249
N  -0.841  -0.718  -0.462
O  0.829  -1.568  1.432
O  2.321  0.179  0.524
O  -1.741  -0.119  -1.150

Summary:
E_HOMO: -10.88 eV
gap between HOMO and LUMO: 10.6 eV
total charge: 0
E_LUMO: -0.279 eV

Which one sits at the bottom of the stability order? version i does.